C2CsLiNaO6 | ωB97M-V with the def2-TZVPD basis set

ORCA input file:
```
! RIJCOSX wB97M-V def2-TZVPD def2/J DEFGRID3
* xyz 2 2
O 0.48 -0.77 -1.60
C 0.85 -1.39 -0.57
O 1.02 -2.60 -0.55
O 1.20 -0.72 0.55
Li 0.22 -4.29 -0.55
O 0.94 0.66 0.38
C -0.16 1.04 1.12
O -0.56 2.18 0.81
O -0.78 0.24 1.83
Na -2.77 2.08 1.74
Cs -0.43 3.57 -3.16
*
```

The value obtained for the max |F| is 3.69 eV/Å. The calculation puts the energy relative to the best compared isomer or geometry (same formula, charge and spin) at 0.058 eV. Its LUMO energy (alpha / beta) is -6.14 / -10.47 eV.